Version A
{"formula": "C8H17N2", "method": "the ωB97M-V functional and the def2-TZVPD basis", "multiplicity": 1, "total_charge": 1, "smiles": "C=C=[N+](C)CCNC(C)C", "symbols": ["C", "C", "C", "C", "C", "C", "C", "C", "N", "N", "H", "H", "H", "H", "H", "H", "H", "H", "H", "H", "H", "H", "H", "H", "H", "H", "H"], "xyz": [[3.16542, -0.07538, 0.42820], [3.79908, -0.16030, 1.55234], [1.63442, -0.92659, -1.21942], [0.33622, -1.20141, -0.45136], [-2.61690, -0.99322, 0.74372], [-2.37380, 1.39329, 0.30638], [1.73251, 1.41338, -0.77129], [-1.59698, 0.14230, 0.41442], [2.38138, 0.16271, -0.51559], [-0.61763, -0.13048, -0.67044], [4.78083, 0.06557, 1.72176], [3.26576, -0.53523, 2.33239], [2.33150, -1.87891, -1.19357], [1.24619, -0.73104, -2.27865], [-0.18617, -2.23499, -0.77510], [0.69901, -1.29915, 0.67710], [-2.97135, -1.31400, -0.16171], [-2.40298, -1.85146, 1.35188], [-3.40610, -0.52853, 1.15954], [-1.70985, 2.18257, -0.02336], [-2.71856, 1.74359, 1.19415], [-3.14406, 1.11126, -0.43265], [1.95159, 2.03438, 0.03819], [2.16354, 1.80597, -1.59610], [0.73328, 1.33758, -1.05080], [-0.98712, 0.32660, 1.22777], [-0.90985, -0.34032, -1.60048]]}



Version B
{"formula": "C8H17N2", "method": "the ωB97M-V functional and the def2-TZVPD basis", "multiplicity": 1, "total_charge": 1, "smiles": "CCC1=C(C)[N@@H+](C)CN1C", "symbols": ["C", "C", "C", "C", "C", "C", "C", "C", "N", "N", "H", "H", "H", "H", "H", "H", "H", "H", "H", "H", "H", "H", "H", "H", "H", "H", "H"], "xyz": [[-0.58478, 0.09423, -0.20936], [0.70956, -0.69337, 0.21822], [0.89768, 1.47127, 0.79932], [0.84777, -2.09230, 0.11945], [-2.50122, -1.52352, 0.53972], [-1.21179, 2.44341, -0.30248], [2.76091, 0.40944, -0.70776], [-1.87556, -0.57377, -0.59447], [-0.34409, 1.40519, 0.05929], [1.77301, 0.29577, 0.44887], [1.39804, 2.51242, 0.62358], [0.66408, 1.24327, 1.80280], [1.72862, -2.47862, -0.54986], [-0.03095, -2.56553, -0.25024], [1.09197, -2.75054, 1.11692], [-2.92111, -0.98019, 1.34928], [-1.79256, -2.32372, 0.85673], [-3.40459, -2.04675, 0.27215], [-2.22581, 2.30614, -0.57500], [-1.30155, 3.23111, 0.44095], [-0.80601, 2.99879, -1.27310], [2.95752, -0.64592, -0.88819], [2.32926, 0.83399, -1.60746], [3.70004, 0.91460, -0.40162], [-2.62303, 0.03293, -1.06106], [-1.58146, -1.40457, -1.38839], [2.34606, -0.11376, 1.16172]]}



Which structure wins on stability? version B wins.



Version A
{"formula": "C3H18NO4", "method": "the ωB97M-V functional and the def2-TZVPD basis", "multiplicity": 2, "s2": 0.750, "symbols": ["C", "C", "C", "N", "H", "H", "H", "H", "H", "H", "H", "H", "H", "H", "H", "H", "O", "H", "H", "O", "H", "H", "O", "H", "H", "O"], "xyz": [[0.54058, -1.68881, -1.07598], [0.59936, -0.66765, -2.21471], [1.60629, 0.47844, -2.02292], [-0.73878, -1.45181, -0.27187], [0.57192, -2.74058, -1.38554], [1.41231, -1.55334, -0.40722], [-0.41495, -0.31632, -2.42605], [0.94417, -1.12242, -3.14327], [1.51853, 0.82819, -0.97420], [2.65072, 0.32666, -2.19521], [1.36741, 1.33641, -2.74237], [-1.05803, -0.45648, -0.50526], [-1.62956, -1.94387, -0.51151], [-0.58079, -1.70673, 0.73080], [-1.26254, -3.75819, 1.99472], [-1.49741, -2.48502, 2.87786], [-1.14615, -2.79689, 2.00331], [-0.98264, 1.81879, -0.39782], [-2.49997, 2.07392, -0.23153], [-1.83857, 1.37157, -0.29885], [3.43770, 6.23805, -2.15444], [2.16108, 6.74391, -1.39698], [2.74533, 5.99361, -1.53188], [-0.54686, -1.44386, 4.65466], [-1.97784, -1.62493, 5.16673], [-1.38609, -1.87808, 4.44767]]}



Version B
{"formula": "C3H18NO4", "method": "the ωB97M-V functional and the def2-TZVPD basis", "multiplicity": 2, "s2": 0.751, "symbols": ["C", "C", "C", "N", "H", "H", "H", "H", "H", "H", "H", "H", "H", "H", "H", "H", "O", "H", "H", "O", "H", "H", "O", "H", "H", "O"], "xyz": [[0.15717, -1.78747, 0.34020], [1.28356, -0.94588, -0.19045], [1.51707, -1.07452, -1.69628], [0.90571, 0.52149, 0.03344], [-0.78305, -1.24281, 0.14801], [-0.21545, -2.72427, -0.08442], [0.17253, -1.83024, 1.41529], [2.20482, -1.08226, 0.36272], [2.23772, -0.40102, -2.15561], [0.54844, -0.89593, -2.16986], [1.76897, -2.12575, -1.84800], [0.54995, 0.64194, 0.99153], [1.79693, 0.96430, 0.10486], [0.19882, 0.82462, -0.64587], [1.55010, 3.76183, -0.09242], [1.73893, 3.08002, -1.45820], [1.83960, 2.93414, -0.50144], [-3.68920, 0.58595, 1.63100], [-3.99626, -0.16989, 0.27429], [-3.39830, 0.44313, 0.72551], [-1.94791, 0.73116, -2.71231], [-1.92718, 1.11751, -1.21757], [-1.51860, 0.52549, -1.87299], [-1.01965, -0.24043, 3.68651], [0.31621, -1.02279, 3.77029], [-0.29094, -0.58835, 3.16177]]}



Which structure wins on stability? version B wins.



Version A
{"formula": "C3H9OS", "method": "the ωB97M-V functional and the def2-TZVPD basis", "multiplicity": 1, "total_charge": -1, "symbols": ["C", "S", "H", "H", "H", "C", "O", "C", "H", "H", "H", "H", "H", "H"], "xyz": [[2.31454, -0.94550, 1.02944], [2.18644, -0.37285, -0.69146], [1.38326, -0.75662, 1.57085], [2.61112, -1.99162, 1.04358], [3.05077, -0.33620, 1.57142], [-1.73563, 0.27040, -0.99561], [-1.49797, -1.08460, -0.64494], [-1.06193, 1.17586, 0.01095], [-1.34377, 0.45725, -2.00009], [-2.80338, 0.48543, -1.02442], [-0.51791, -1.15770, -0.69333], [0.00079, 0.96076, 0.14390], [-1.03215, 2.22814, -0.29922], [-1.55419, 1.06725, 0.97893]]}



Version B
{"formula": "C3H9OS", "method": "the ωB97M-V functional and the def2-TZVPD basis", "multiplicity": 1, "total_charge": -1, "symbols": ["C", "O", "C", "H", "H", "H", "H", "H", "C", "S", "H", "H", "H", "H"], "xyz": [[-0.78103, 0.02970, 1.01212], [-0.99651, 0.90609, 0.00335], [-1.98625, -0.91921, 1.23103], [-0.54411, 0.52179, 1.98654], [0.10020, -0.64650, 0.83085], [-1.82619, -1.64246, 2.04290], [-2.15937, -1.50504, 0.32555], [-2.85639, -0.29416, 1.44194], [1.43415, 0.89638, -1.48131], [2.44288, -0.52766, -0.95787], [0.54959, 1.00342, -0.75256], [2.05327, 1.79431, -1.49622], [1.04167, 0.69337, -2.47584], [3.52808, -0.31004, -1.71045]]}



Which structure wins on stability? version A wins.



Version A
{"formula": "C2H3BrO", "method": "the ωB97M-V functional and the def2-TZVPD basis", "multiplicity": 1, "smiles": "O=CCBr", "symbols": ["C", "C", "O", "Br", "H", "H", "H"], "xyz": [[0.65039, -0.86435, 0.05426], [-0.29586, 0.33778, -0.10483], [1.83902, -0.87479, -0.11234], [-2.14988, -0.19862, -0.01405], [-0.11056, 1.04847, 0.70188], [0.11524, -1.78358, 0.36574], [-0.12317, 0.83691, -1.05612]]}



Version B
{"formula": "C2H3BrO", "method": "the ωB97M-V functional and the def2-TZVPD basis", "multiplicity": 1, "symbols": ["C", "C", "O", "Br", "H", "H", "H"], "xyz": [[-0.38021, 0.37344, 0.69302], [0.56201, -0.03392, -0.32668], [0.10012, 1.18859, -0.45801], [2.30398, -0.49715, -0.03443], [-1.36930, -0.02523, 0.33847], [-0.11069, 0.71382, 1.60456], [-1.10591, -1.71954, -1.81693]]}



Which structure wins on stability? version A wins.



Version A
{"formula": "C4H14NO3", "method": "the ωB97M-V functional and the def2-TZVPD basis", "multiplicity": 1, "total_charge": -1, "symbols": ["C", "N", "C", "C", "C", "O", "H", "H", "H", "H", "H", "H", "H", "H", "H", "H", "H", "H", "O", "H", "H", "O"], "xyz": [[1.43402, 0.95753, -0.53531], [0.04485, 1.40610, -0.59915], [-0.72309, 1.15641, 1.72785], [-0.92604, 0.71358, 0.27216], [-0.96909, -0.83406, 0.15906], [-1.51913, -1.23267, -1.01349], [1.86776, 1.30635, 0.39731], [1.59214, -0.12241, -0.47166], [1.86292, 1.23742, -1.48005], [-0.25623, 1.15731, -1.54111], [-1.62153, 0.98731, 2.31364], [-0.30185, 2.16705, 1.73246], [0.02710, 0.49200, 2.18144], [-1.91718, 1.01773, -0.08380], [-1.56914, -1.16037, 1.03297], [0.10983, -1.04940, 0.11685], [1.00105, -1.85887, 1.15103], [2.08556, -1.73962, 2.28793], [1.73319, -2.31340, 1.59809], [-0.70353, -1.07677, -3.81253], [-0.85920, -0.76486, -2.28090], [-0.39240, -0.44635, -3.15279]]}



Version B
{"formula": "C4H14NO3", "method": "the ωB97M-V functional and the def2-TZVPD basis", "multiplicity": 1, "total_charge": -1, "symbols": ["C", "O", "C", "C", "C", "N", "H", "H", "H", "H", "H", "H", "H", "H", "H", "H", "H", "H", "O", "H", "H", "O"], "xyz": [[1.13270, 0.85449, 1.15339], [-0.15401, 0.41660, 1.02479], [2.06912, 0.01445, 0.26697], [1.42654, -0.17798, -1.11448], [0.59107, -1.43573, -1.25815], [-0.81551, -1.19814, -0.89973], [1.32327, 1.92812, 0.91820], [1.48300, 0.75485, 2.21060], [3.05096, 0.49253, 0.14716], [2.22294, -0.95138, 0.75970], [0.74259, 0.67201, -1.21658], [2.13742, -0.06289, -1.93727], [1.09037, -2.20677, -0.65697], [0.62893, -1.79728, -2.29207], [-0.71678, -0.43212, -0.21428], [-1.05541, -1.93379, -0.23388], [-2.79929, -0.65633, -1.03346], [-3.06667, 0.52656, -0.08105], [-3.51722, -0.19764, -0.56880], [-1.24611, 1.38697, 1.36016], [-2.51999, 1.89374, 2.23309], [-2.00792, 2.10973, 1.43267]]}



Which structure wins on stability? version B wins.



Version A
{"formula": "C4H14NO3", "method": "the ωB97M-V functional and the def2-TZVPD basis", "multiplicity": 1, "total_charge": -1, "symbols": ["C", "C", "N", "C", "C", "O", "H", "H", "H", "H", "H", "H", "H", "H", "H", "H", "H", "H", "O", "H", "H", "O"], "xyz": [[-1.00495, -0.42737, -2.39091], [0.25396, -0.14247, -1.58535], [-0.18272, 0.39093, -0.27320], [0.88703, 1.00211, 0.51146], [2.00015, -0.10063, 0.89811], [1.47075, -1.31524, 1.08084], [-0.88002, -1.19246, -3.16545], [-1.82074, -0.75276, -1.74818], [-1.33009, 0.47017, -2.92347], [0.92275, 0.60739, -2.00851], [0.80621, -1.06637, -1.41080], [-0.52711, -0.39824, 0.23879], [1.27489, 1.83272, -0.07726], [0.47659, 1.28549, 1.48155], [2.54287, 0.31822, 1.78122], [2.76859, 0.01903, 0.09690], [0.52362, -1.81631, 2.14112], [-0.98772, -1.36491, 2.70402], [-0.20639, -1.91605, 2.87273], [-2.98409, 1.16279, 0.50102], [-1.60152, 1.57365, 0.38991], [-2.40203, 1.83029, 0.88547]]}



Version B
{"formula": "C4H14NO3", "method": "the ωB97M-V functional and the def2-TZVPD basis", "multiplicity": 1, "total_charge": -1, "symbols": ["C", "C", "C", "C", "O", "N", "H", "H", "H", "H", "H", "H", "H", "H", "H", "H", "H", "H", "O", "H", "H", "O"], "xyz": [[-2.53252, -1.10471, 0.07305], [-1.23536, -0.35288, 0.24750], [-0.28585, -1.08099, 1.20072], [1.07504, -0.45213, 1.36296], [0.96269, 0.89851, 1.74263], [-0.65609, -0.10701, -1.10438], [-3.07114, -1.30406, 0.98778], [-3.16942, -0.59093, -0.62744], [-2.32721, -2.04725, -0.45189], [-1.37206, 0.66253, 0.61037], [-0.80088, -1.13723, 2.17741], [-0.28421, -2.14437, 0.94750], [1.61673, -0.96554, 2.16168], [1.68066, -0.53009, 0.45884], [0.03467, 0.65692, -1.01075], [-0.06571, -0.89777, -1.34949], [2.02026, 1.73964, -1.87028], [3.02950, 0.78491, -2.56155], [2.61604, 1.64341, -2.68558], [0.93550, 1.38674, 0.83835], [0.70512, 2.90332, -0.58648], [1.12423, 2.03896, -0.56095]]}



Version C
{"formula": "C4H14NO3", "method": "the ωB97M-V functional and the def2-TZVPD basis", "multiplicity": 1, "total_charge": -1, "symbols": ["C", "N", "C", "C", "C", "O", "H", "H", "H", "H", "H", "H", "H", "H", "H", "H", "H", "H", "O", "H", "H", "O"], "xyz": [[0.34163, 0.77586, -1.70886], [-0.63944, 1.04512, -0.65304], [0.99943, 1.96837, 0.94042], [-0.25172, 1.10671, 0.75462], [-0.08212, -0.35405, 1.33527], [-1.23747, -1.03873, 0.97763], [1.06617, 1.59144, -1.64027], [1.00399, -0.10092, -1.64455], [-0.27047, 0.69773, -2.59928], [-1.34677, 0.30857, -0.67631], [1.21910, 2.14931, 1.98795], [0.92184, 2.86746, 0.32483], [1.85640, 1.39021, 0.57726], [-1.12059, 1.50804, 1.28089], [0.05971, -0.29295, 2.42442], [0.72866, -0.77013, 0.72112], [2.22018, -1.31801, 0.19149], [2.82728, -0.76342, -1.13267], [3.02432, -0.99680, -0.22648], [-3.10667, -1.96772, -0.25733], [-1.67606, -1.80470, -0.57011], [-2.51206, -2.12293, -1.01354]]}



Which structure wins on stability? version B wins.